92
Properties=species:S:1:pos:R:3 method="wB97M-V/def2-TZVPD" charge=-1 gap_ev=7.46
Cs -0.86679 1.38233 -2.23314
C 3.88399 2.92875 2.72800
C 3.43304 1.79719 1.79887
C 4.30081 1.74483 0.54454
C 4.38849 0.40348 -0.21004
C 5.21464 -0.60758 0.58984
C 5.04015 0.71331 -1.55877
N 3.01866 -0.16257 -0.45073
C 2.97608 -1.38102 -1.31103
C 2.39853 -2.59989 -0.61661
N 0.94949 -2.63841 -0.58051
C 0.35032 -2.78103 -1.91284
C -0.19446 -1.44097 -2.45245
O -1.33206 -1.10629 -2.03962
O 0.54788 -0.78769 -3.21979
C 0.42994 -3.61002 0.39393
C 1.00097 -5.02037 0.21668
C 0.59233 -3.13806 1.83669
C -0.12888 -1.84070 2.24015
C 0.05923 -1.67138 3.74884
C -1.62316 -1.92197 1.90117
N 0.51634 -0.71246 1.54671
C -0.01004 0.60948 1.90378
C 1.09776 1.46441 2.49179
N 2.02603 1.84827 1.43547
C 1.58507 3.02104 0.69340
C 1.44135 2.91605 -0.83353
O 1.08830 3.93368 -1.41406
O 1.62526 1.77687 -1.39853
H 4.88232 2.72770 3.12031
H 3.20024 3.02883 3.57121
H 3.91935 3.88578 2.20507
H 3.56677 0.85373 2.34370
H 5.32844 2.00002 0.81741
H 3.97212 2.52334 -0.14891
H 6.11823 -0.13414 0.97389
H 5.51956 -1.45516 -0.02291
H 4.65215 -0.99420 1.44068
H 5.95045 1.28844 -1.38623
H 4.36509 1.31129 -2.17151
H 5.31641 -0.18063 -2.11099
H 2.37148 0.68242 -0.89311
H 2.54703 -0.33889 0.44563
H 3.98858 -1.62825 -1.61556
H 2.40137 -1.13657 -2.20922
H 2.77102 -2.62906 0.40988
H 2.81087 -3.48680 -1.12984
H -0.49964 -3.46042 -1.83325
H 1.07070 -3.20482 -2.62564
H -0.64175 -3.66491 0.19650
H 2.04011 -5.07967 0.54704
H 0.95771 -5.33139 -0.82781
H 0.42648 -5.73627 0.80558
H 1.65242 -3.03438 2.09002
H 0.20582 -3.93966 2.47472
H -0.31387 -2.55176 4.27497
H -0.48237 -0.80698 4.13058
H 1.11793 -1.54933 3.98586
H -2.06930 -2.82351 2.32969
H -1.77578 -1.93182 0.82079
H -2.16325 -1.05571 2.28328
H 0.37975 -0.88565 0.55445
H -0.86191 0.55275 2.58161
H -0.39071 1.10361 1.01110
H 1.63625 0.86175 3.22976
H 0.68723 2.33993 3.01466
H 2.20928 3.90334 0.88504
H 0.58557 3.29919 1.03769
C -4.56749 -0.71846 -3.13815
C -5.25571 0.63655 -3.23335
C -5.15383 1.46773 -1.94729
C -5.97617 2.75787 -2.11629
C -5.89566 3.70982 -0.93292
C -5.76364 0.68037 -0.80823
O -6.88967 0.21625 -0.86217
N -4.98943 0.54352 0.29711
C -3.70678 1.10774 0.50338
O -3.24292 0.97347 1.62619
N -3.08737 1.73726 -0.51524
C -3.69418 1.88365 -1.70394
O -3.10165 2.40429 -2.65701
H -4.59482 -1.22996 -4.10153
H -5.06667 -1.36048 -2.41042
H -3.52098 -0.63201 -2.84612
H -6.31558 0.50961 -3.46584
H -4.80091 1.23460 -4.02576
H -7.01265 2.45937 -2.29273
H -5.60498 3.24997 -3.01789
H -6.25121 3.23759 -0.01496
H -6.51303 4.59085 -1.11114
H -4.87205 4.04422 -0.76057
H -5.38404 0.05481 1.09054